Here is a structure of composition C40H55F3O7P2RhSSi in a non-equilibrium geometry from the Open Molecules 2025 dataset. Energies are from ωB97M-V/def2-TZVPD.

Last column: Löwdin charge in e.
Element x y z (Å)
O: -1.997863 -2.363221 -2.333554  -0.05
C: 2.883345 -1.626974 3.818754  -0.21
H: -5.952623 -2.781268 -1.527078  0.11
C: 3.166161 0.685934 -1.196030  -0.41
C: -4.367009 -1.908734 -2.689301  -0.14
C: 3.723984 0.152367 2.196935  -0.20
C: 0.422197 4.515282 0.995357  -0.10
H: -0.928612 -2.277445 2.095811  0.09
H: 0.951041 -0.981633 4.572834  0.11
C: -2.675493 1.916545 3.845948  -0.10
H: 4.805283 -0.624248 3.902893  0.10
C: -5.717694 -1.811725 -1.982658  -0.20
C: -3.211822 -0.979831 -0.676373  -0.36
H: -3.131818 2.959526 -1.057425  0.01
H: -6.650896 -0.740305 -0.349353  0.11
H: 4.662906 1.694944 -3.245818  0.11
C: -2.838707 3.731507 -4.359819  -0.43
H: -2.919710 -5.388197 2.314933  0.10
C: -3.229567 -2.128353 -1.695678  -0.42
H: -2.548872 4.166384 0.091294  0.01
H: -1.363012 -5.843701 0.448532  0.11
H: 2.552489 -1.365941 -1.502679  0.10
C: -1.839437 1.556597 1.591496  -0.28
Si: -1.004760 2.157726 -0.037321  0.51
H: -3.152948 -0.035108 -1.237618  0.10
H: 3.720879 -0.686085 -3.560751  0.10
H: 4.653208 -1.765331 2.580006  0.10
H: -4.163149 -0.986773 -3.245852  0.12
H: -3.437483 -3.055050 -1.144946  0.12
H: -4.536151 -0.187132 0.844573  0.10
C: 4.113580 -0.998416 3.142764  -0.19
P: 1.809203 0.797284 0.066892  0.98
H: -3.327465 0.163315 4.905555  0.09
C: -0.961172 -5.463883 1.394875  -0.21
H: 0.441614 -0.717462 2.300960  0.07
H: 2.495329 -2.444609 3.202481  0.10
C: 1.534744 5.198490 1.465647  -0.09
H: 2.636262 1.041091 -2.089032  0.08
H: 3.637423 1.085588 2.759978  0.11
C: 0.213948 -4.535244 1.097051  -0.20
H: 6.172433 1.920175 -2.362415  0.11
O: 0.461632 0.590010 -3.215845  -0.54
H: 3.631034 5.071576 1.926327  0.10
H: 6.235929 -0.510397 -1.835584  0.11
C: 1.749292 2.540288 0.659751  -0.34
P: -1.627460 -0.882194 0.310618  0.96
C: 5.257433 1.322304 -2.405384  -0.20
C: -2.101293 0.186252 1.736102  -0.37
H: -1.700169 -4.412019 3.123742  0.11
F: -2.577837 5.025726 -4.452759  0.13
H: -0.614116 -3.554473 -0.650632  0.11
H: -1.799456 4.022835 -1.511812  -0.01
O: 0.200565 4.145366 -2.726045  0.18
C: 1.279250 -0.103881 2.621557  -0.20
H: 3.163094 -2.069218 4.777606  0.10
H: 1.450124 6.237917 1.762192  0.09
H: -4.357798 -2.729127 -3.410101  0.12
F: -4.017866 3.530534 -3.798102  0.13
F: -2.780772 3.153049 -5.543126  0.13
C: -2.641465 -0.301219 2.927271  -0.10
H: 5.068366 1.206153 -0.263606  0.10
H: 4.216921 2.567931 -0.992496  0.09
C: 0.498099 3.177586 0.595028  -0.28
H: 0.979968 -5.064478 0.524473  0.11
H: 4.510100 0.298681 1.455989  0.09
H: -0.527403 5.036629 0.930029  0.09
H: -0.628918 -6.332370 1.970225  0.10
C: -4.542599 -0.967641 0.081585  -0.19
H: 4.040726 -1.188288 -0.568008  0.11
C: 2.377065 -0.159094 1.545496  -0.42
H: 2.184345 0.261244 4.563708  0.11
C: 1.414261 1.514996 -4.540074  -0.41
C: -2.521377 -3.486835 1.359639  -0.21
H: -4.687380 -1.922384 0.600933  0.10
H: 2.431448 -1.183903 1.155016  0.10
C: 2.757626 4.547027 1.557421  -0.09
O: 2.400598 1.053293 -5.005039  0.08
C: 1.356201 4.083134 -2.647271  -0.41
S: -0.823225 0.997425 -3.994260  0.77
C: 2.861187 3.222630 1.158292  -0.10
H: -5.591231 0.244169 -1.349506  0.12
H: 0.679414 -4.231194 2.043418  0.10
H: -2.838237 -1.359495 3.049892  0.09
H: -3.330129 -2.983037 1.892114  0.09
H: -1.859090 -1.713574 -3.048140  0.05
C: -2.069527 -4.723044 2.139006  -0.20
O: -1.508342 -0.200373 -4.477332  -0.43
C: -5.700666 -0.744940 -0.890995  -0.20
H: -6.510155 -1.605678 -2.706774  0.10
C: -1.338436 -2.546162 1.111868  -0.42
Rh: -0.155846 0.239375 -1.010335  0.30
C: -2.920725 0.556072 3.980937  -0.10
H: 0.602567 -2.608316 0.172573  0.08
H: 6.153854 -0.259662 -3.575909  0.10
C: 4.452813 1.511316 -1.117177  -0.20
O: 2.486043 4.038472 -2.381221  0.20
H: 0.889734 0.913933 2.709459  0.11
H: -2.931731 -3.814779 0.398700  0.10
C: 1.785971 -0.583012 3.991697  -0.19
C: 3.485137 -0.797752 -1.431382  -0.22
H: -2.888750 2.591289 4.667203  0.09
C: 5.590216 -0.147338 -2.645889  -0.21
C: -0.237655 -3.287267 0.343383  -0.22
C: 4.317691 -0.989209 -2.696426  -0.19
C: -2.145865 2.402017 2.659509  -0.10
H: -1.940602 3.464983 2.569826  0.09
H: 3.821042 2.727557 1.221744  0.09
O: 0.155052 1.523289 -5.238549  -0.27
H: 4.565436 -2.046807 -2.822809  0.11
C: -2.233863 3.457976 -0.683618  -0.22

Atomic forces in eV per Å
0.18 0.17 -0.34
-0.01 -0.01 0.00
0.00 0.00 0.00
-0.03 0.02 -0.04
0.06 0.01 -0.03
0.02 -0.01 0.00
0.03 -0.02 0.01
0.01 -0.02 -0.01
0.00 0.00 0.00
0.00 0.00 -0.01
0.00 0.00 0.00
0.02 -0.01 0.02
-0.03 0.01 0.10
-0.03 -0.02 0.02
0.00 0.00 -0.01
0.01 0.01 0.00
0.04 -0.01 0.01
0.00 0.00 0.00
-0.24 -0.07 0.09
-0.01 0.00 0.00
0.00 0.00 0.00
-0.01 -0.02 0.01
0.03 -0.02 -0.02
0.01 -0.04 -0.07
0.01 -0.04 -0.04
-0.01 0.00 -0.01
0.00 0.00 0.00
0.01 0.00 -0.01
-0.06 0.15 -0.18
-0.01 -0.01 -0.01
0.00 0.00 -0.01
-0.12 0.06 -0.09
0.00 0.00 0.00
0.00 0.02 0.00
-0.05 -0.04 -0.03
0.00 0.00 0.01
-0.02 0.00 -0.01
0.00 -0.03 -0.01
0.01 -0.01 -0.01
0.00 0.01 0.00
0.00 0.00 -0.01
-0.58 -0.36 0.67
0.00 0.00 0.00
0.00 0.00 0.00
0.00 0.00 0.05
0.06 0.04 0.03
-0.01 0.00 0.03
-0.03 -0.01 0.04
0.00 0.00 0.00
-0.03 -0.07 0.00
0.02 0.01 0.05
-0.06 -0.04 0.08
0.19 0.09 -0.76
0.03 0.00 0.06
0.00 0.00 0.00
0.00 0.00 0.00
-0.03 -0.01 -0.02
0.00 0.02 0.00
-0.01 0.05 0.00
0.00 -0.02 0.00
-0.01 0.00 -0.01
-0.01 0.00 0.00
0.02 -0.01 0.00
0.00 0.00 0.00
-0.01 0.00 0.02
0.00 0.00 0.00
0.00 0.00 0.00
-0.03 0.02 0.02
0.00 -0.01 0.00
0.01 -0.02 -0.04
0.00 0.00 0.00
-0.07 0.44 -1.18
0.00 -0.06 0.01
-0.01 0.05 -0.02
-0.04 0.00 0.01
0.00 -0.03 0.00
0.18 0.00 0.07
-0.11 -0.25 1.37
-0.11 -0.24 0.52
-0.01 0.02 0.01
0.01 -0.01 0.00
0.00 -0.01 0.01
0.00 0.01 0.01
0.02 -0.03 0.00
0.02 -0.01 0.14
0.01 0.00 -0.01
0.01 0.02 -0.02
0.00 -0.01 0.01
0.01 -0.01 0.00
0.01 0.03 -0.04
0.07 0.11 -0.03
-0.01 -0.01 0.01
0.00 0.00 0.00
0.00 0.00 0.00
-0.02 0.02 -0.03
0.02 0.06 -0.67
-0.01 0.03 0.00
0.05 -0.01 0.19
-0.01 0.00 -0.01
0.01 0.02 0.01
0.00 0.00 0.00
0.00 0.00 -0.02
0.00 -0.06 0.00
0.01 0.02 0.02
-0.01 0.01 0.01
0.00 0.00 0.00
-0.01 0.02 -0.01
0.60 0.04 0.13
-0.01 0.00 -0.01
0.00 0.06 -0.01

Summary:
**E_LUMO (spin up / spin down)**: 2.485 / 1.974 eV
**Total charge**: -1
**2S+1**: 5
**Frontier orbital gap (spin up / spin down)**: 5.1 / 7.4 eV

=====

Here is a structure of composition C40H55IrN4O8Si3 from the Open Molecules 2025 dataset. Energies are from ωB97M-V/def2-TZVPD.

Last column: Löwdin charge in e.
Element x y z (Å)
H: 2.282617 -3.164279 -1.645989  0.10
C: 2.536259 0.479994 4.512734  -0.02
H: -3.630499 -3.655515 3.210977  0.03
C: 5.687464 -0.830162 -1.591713  -0.08
H: 5.412444 3.377997 3.329881  0.11
C: -3.065406 2.519269 -2.010682  -0.11
C: -3.888865 -3.009733 -1.297658  -0.04
H: -5.539738 -1.268067 2.579621  0.03
Si: -3.448812 -1.993220 1.395609  0.45
H: 4.369541 1.636516 4.490072  0.12
O: 1.290988 -1.439182 -1.957848  -0.10
H: -3.103304 -1.636996 -4.274640  0.11
H: -4.395509 -4.242440 1.743608  0.04
H: -1.090148 4.054985 -0.826688  0.14
H: -3.250051 3.586574 -2.146721  0.15
O: -2.176291 2.284219 -0.943902  -0.27
H: -3.573213 -0.555818 5.557788  0.04
H: -6.034190 1.621105 -2.696049  0.14
C: -3.835809 -2.894439 -2.674675  -0.04
C: 0.721988 -0.575184 -2.829226  -0.24
C: 0.394619 0.682856 -2.300921  -0.24
C: -3.277448 -1.106803 4.659736  -0.17
H: 0.736311 -0.571336 4.234406  0.09
C: -1.322362 1.091305 4.449034  -0.17
N: 0.663679 0.924870 -0.914376  0.18
H: 0.434972 -3.898787 0.663603  0.05
H: -0.213667 -2.364970 4.376464  0.02
H: 6.317043 3.053115 1.833625  0.10
C: 4.662974 1.184655 -3.201952  -0.22
C: -1.054581 3.107838 1.095661  -0.61
H: -0.323949 2.638470 -2.703542  0.12
H: 0.976322 -3.297939 -2.842523  0.10
O: 4.479860 2.225758 1.874047  -0.09
C: 5.654550 2.625706 2.577987  -0.03
C: -0.102189 0.135280 -4.975076  -0.07
H: -4.166419 -1.624754 4.296814  0.01
H: 3.933964 -0.567276 -0.387909  0.11
H: 6.134072 1.764626 3.046679  0.10
H: 4.071930 3.397946 -5.511008  0.10
C: -3.157714 -1.808813 -3.208391  -0.04
H: -5.320756 -0.358078 1.069148  0.02
H: -3.930314 2.133271 3.680797  0.04
C: 3.976876 0.804106 -2.038255  -0.15
H: 5.686773 2.994140 -4.888479  0.10
H: -1.951667 1.792922 5.005963  0.04
C: -0.127466 1.660579 -3.124079  -0.06
H: -0.802501 0.489872 5.199727  0.03
H: 2.598409 0.284199 5.573747  0.12
C: -0.386109 1.389351 -4.467497  -0.08
H: -2.550631 -1.865922 4.963919  0.03
C: 1.384767 0.251443 2.331093  -0.25
H: -0.245170 -2.717756 -0.466379  0.01
H: -4.440508 -3.818763 -0.833621  0.11
C: 1.789737 -2.667484 -2.476795  -0.05
C: -2.543892 -0.917461 -2.353615  -0.12
H: 4.769202 1.795666 -5.842614  0.10
O: -0.580900 4.015913 1.746854  0.08
H: 1.243844 -0.980207 0.532361  0.04
H: -1.212020 -3.613227 3.658488  0.02
H: -2.039183 -0.047319 -2.746059  0.09
H: 6.380003 0.852155 -4.440455  0.11
Si: -2.545958 0.101855 3.411442  0.43
H: -4.865241 0.902677 2.835160  0.02
C: 0.460709 -0.847468 -4.163339  0.00
O: -0.989601 1.853850 1.412319  -0.25
C: -0.332837 -2.988061 3.485874  -0.16
H: -1.297535 -3.876126 0.355539  0.02
C: -3.511692 -3.722290 2.126459  -0.16
C: 4.483752 -0.217237 -1.252401  -0.02
H: -0.606944 1.694577 3.889369  0.02
H: 0.537094 -3.650066 3.428317  0.04
H: -2.644561 4.061880 0.023295  0.15
C: 3.557018 1.255232 3.884868  0.07
H: 1.987140 -1.794942 1.911038  0.10
C: -3.246738 -2.086013 -0.481832  -0.29
C: -3.873340 1.347563 2.922406  -0.16
C: 3.542112 1.520636 2.553490  -0.20
H: -3.646971 1.819755 1.963713  0.01
C: -0.420150 -3.238863 0.476682  -0.16
O: -5.178496 2.040063 -2.870872  0.13
Ir: -1.706284 0.357710 0.223621  1.19
H: -0.798422 2.159772 -5.106868  0.11
C: -1.770398 3.454019 -0.217823  -0.07
C: -2.002585 -0.892150 1.880141  -0.58
H: -5.839253 -2.047265 1.027970  0.04
H: -4.327257 -3.615060 -3.315612  0.11
H: 6.075164 -1.623534 -0.966420  0.11
H: 7.300393 -0.916678 -2.997927  0.11
H: 2.513283 -2.486890 -3.274524  0.10
Si: -0.501790 -1.995934 1.890115  0.43
C: 1.178133 -1.118044 1.611699  -0.16
H: -2.648752 2.141814 -2.946203  0.12
N: 2.597092 1.360963 0.460737  0.22
O: 4.046745 2.155309 -3.926196  -0.09
H: 2.337915 1.854619 -2.628589  0.13
H: -0.299687 -0.087276 -6.016207  0.11
C: -4.407175 1.852241 -1.786282  -0.50
C: 6.367837 -0.439350 -2.727384  -0.08
O: -4.747442 1.250661 -0.810947  0.13
C: 1.515237 0.018888 3.778113  -0.03
H: 0.453693 0.843466 2.154657  0.13
H: 3.463464 1.863539 0.288002  0.15
C: 5.850951 0.564163 -3.543323  -0.01
H: -2.640022 -4.346334 1.923971  0.02
C: 4.692936 2.602698 -5.111560  -0.05
C: 1.895079 1.210615 -0.752577  -0.30
C: 2.464653 1.046879 1.745931  -0.04
C: -5.194348 -1.329703 1.547068  -0.16
N: 2.765810 1.491678 -1.789041  0.15
H: 0.695045 -1.816300 -4.580775  0.11
N: -2.547689 -1.056343 -1.016365  -0.10

Atomic forces in eV per Å
-0.02 0.00 0.00
-0.05 0.02 0.01
-0.01 -0.02 -0.03
-0.02 -0.02 0.04
0.00 0.00 0.01
-0.15 -0.03 0.06
0.02 -0.05 -0.04
-0.01 0.01 -0.03
0.11 0.01 0.03
-0.03 -0.03 0.00
0.14 -0.07 0.00
0.00 -0.01 0.01
0.03 0.01 0.01
0.01 -0.02 -0.01
0.06 0.04 0.02
0.24 0.04 -0.13
0.01 -0.01 -0.03
-0.06 -0.01 -0.01
0.02 0.03 0.03
-0.11 -0.02 -0.02
-0.26 -0.06 0.11
-0.04 -0.03 0.03
0.04 0.01 -0.05
0.09 0.00 0.03
0.13 0.13 -0.18
-0.02 0.03 -0.03
-0.04 -0.05 -0.03
0.00 0.02 -0.01
0.02 0.00 0.00
0.07 -0.20 -0.12
0.00 0.01 -0.01
0.00 0.00 0.00
0.10 -0.03 0.02
-0.05 0.01 -0.01
0.01 -0.04 -0.02
0.00 -0.01 0.02
0.01 0.01 -0.02
0.01 0.00 -0.02
-0.01 0.00 0.00
-0.01 0.00 -0.02
0.04 -0.04 -0.01
0.00 -0.02 -0.04
0.01 0.02 0.05
0.00 0.01 0.00
0.03 -0.02 0.01
-0.03 -0.03 -0.08
-0.03 0.02 -0.07
0.02 0.01 -0.01
-0.03 0.06 0.02
-0.03 0.05 -0.01
-0.20 -0.17 -0.08
-0.02 0.00 -0.01
0.01 0.01 -0.02
-0.03 0.02 0.03
0.06 -0.01 0.08
0.01 -0.01 0.00
-0.05 -0.05 -0.17
0.02 0.03 0.00
0.05 0.02 -0.02
0.14 0.00 -0.01
-0.01 -0.01 0.02
-0.04 0.05 -0.04
0.07 0.03 0.04
-0.01 0.02 -0.03
0.07 0.13 0.30
-0.01 -0.02 0.07
0.08 0.05 0.02
-0.04 -0.06 0.01
-0.02 -0.06 -0.01
-0.08 -0.03 0.06
-0.02 0.03 0.01
-0.03 -0.02 0.03
0.08 -0.02 0.12
-0.04 0.00 -0.02
0.02 0.02 0.02
-0.05 0.02 0.01
0.00 0.13 0.05
0.00 0.00 0.02
-0.01 -0.08 -0.04
0.04 -0.03 0.04
-0.45 0.26 -0.05
0.02 -0.02 0.02
-0.01 0.07 0.16
0.11 -0.20 -0.01
-0.01 0.03 0.02
0.01 0.01 0.00
-0.01 0.01 -0.01
-0.02 0.01 0.00
0.00 0.01 0.00
0.04 -0.02 0.11
-0.08 0.12 -0.03
0.02 -0.02 0.01
-0.14 0.33 -0.05
0.03 0.08 -0.05
-0.02 -0.08 -0.02
0.01 0.00 0.03
-0.01 0.05 -0.10
0.01 0.01 -0.02
-0.01 -0.01 0.11
-0.01 -0.02 0.14
0.08 0.00 -0.01
-0.01 0.08 0.03
0.03 -0.01 0.00
-0.07 0.06 0.02
-0.02 -0.02 0.02
0.30 -0.23 -0.04
0.08 -0.14 -0.14
-0.03 -0.02 -0.01
0.16 -0.02 0.01
-0.01 0.01 0.00
-0.15 -0.10 -0.13

Summary:
**E_LUMO (spin up / spin down)**: -3.787 / -3.785 eV
**Total charge**: +1
**2S+1**: 2
**Frontier orbital gap (spin up / spin down)**: 6.2 / 5.9 eV

=====

The evaluated molar mass for the records listed, in turn: 929.87; 996.38 g/mol.
The evaluated calculated total energy for the records listed, in turn: -3864.5048; -3350.8433 hartree.
The evaluated ΔE to the lowest compared entry with this formula, charge and spin for the records listed, in turn: 196.39; 0.00 kJ/mol.